a) Molecular formula: C4H10N2S
Method: DFT, ωB97M-V/def2-TZVPD

Last column: Mulliken charge in e.
Cartesian coordinates (Å):
H: -3.572 0.415 -0.324  0.22
N: -2.619 0.642 -0.123  -0.56
C: -2.200 -0.136 0.804  0.00
N: -0.908 -0.082 1.296  -0.30
S: 0.131 1.224 1.103  -0.06
C: 1.227 0.611 -0.187  0.42
C: 1.885 -0.702 0.266  -1.42
C: 0.478 0.390 -1.518  -1.34
H: -2.660 -1.075 1.133  0.33
H: -0.826 -0.519 2.229  0.29
H: 1.966 1.419 -0.290  0.30
H: 2.254 -0.578 1.291  0.34
H: 1.174 -1.527 0.283  0.35
H: 2.725 -0.949 -0.389  0.43
H: 1.218 0.020 -2.234  0.39
H: -0.251 -0.399 -1.366  0.29
H: -0.020 1.246 -1.972  0.32

Computed properties:
Gap between HOMO and LUMO = 9.479 eV
LUMO energy = 0.77 eV
SMILES = [H]/N=C/NSC(C)C

b) Molecular formula: C4H10N2S
Method: DFT, ωB97M-V/def2-TZVPD

Last column: Mulliken charge in e.
Cartesian coordinates (Å):
C: -0.360 -2.683 1.351  -0.52
C: -0.899 -1.638 0.759  -0.23
S: 0.054 -0.680 -0.500  0.67
N: 1.581 -0.854 -0.135  -0.71
N: -0.543 -1.046 -1.871  -0.68
C: -0.435 1.168 0.123  -0.53
C: 0.295 2.232 -0.740  -1.08
H: -1.124 -3.123 1.963  0.25
H: 0.597 -3.196 1.138  0.30
H: -1.926 -1.296 1.081  0.27
H: 2.034 -0.361 -0.846  0.23
H: -0.277 -1.902 -2.329  0.25
H: -1.577 1.241 -0.159  0.31
H: -0.305 1.200 1.120  0.50
H: 1.164 2.369 -0.290  0.38
H: 0.392 1.785 -1.833  0.25
H: -0.327 3.154 -0.741  0.33

Computed properties:
Gap between HOMO and LUMO = 9.582 eV
LUMO energy = 0.91 eV
SMILES = C=CS(=N)(=N)CC

Computed stability ranking, most favorable first: a), b)

a) Molecular formula: CH11N2O3
Method: DFT, ωB97M-V/def2-TZVPD

Last column: Mulliken charge in e.
Cartesian coordinates (Å):
N: -1.126 -0.050 -0.992  -0.21
C: -1.765 1.048 -0.634  0.16
N: -1.364 1.754 0.389  -0.20
H: -0.589 -0.448 -0.214  0.27
H: -1.616 -0.677 -1.609  0.30
H: -2.451 1.512 -1.334  0.35
H: -1.719 2.672 0.627  0.25
H: -0.616 1.386 0.935  0.14
H: 1.610 -2.366 -3.809  0.31
H: 1.495 -1.074 -3.015  0.32
O: 1.035 -1.877 -3.247  -0.62
H: 0.998 -1.786 1.072  0.30
H: 0.985 -0.413 1.743  0.36
O: 0.538 -0.941 1.043  -0.68
H: 1.659 0.138 3.947  0.34
H: 1.674 1.427 3.131  0.32
O: 1.804 0.488 3.062  -0.69

Computed properties:
Charge = +1
Gap between HOMO and LUMO = 10.899 eV
LUMO energy = -3.43 eV

b) Molecular formula: CH11N2O3
Method: DFT, ωB97M-V/def2-TZVPD

Last column: Mulliken charge in e.
Cartesian coordinates (Å):
N: -0.549 -1.218 -0.057  -0.21
C: -0.667 -0.587 1.079  0.05
N: -0.268 0.678 1.421  -0.35
H: 0.324 -0.982 -0.483  0.29
H: -0.810 -2.225 -0.203  0.25
H: -1.381 -0.977 1.699  0.40
H: -0.975 1.314 1.961  0.33
H: 0.228 1.112 0.617  0.31
H: -1.354 -4.096 -1.283  0.35
H: -2.522 -3.557 -1.881  0.34
O: -2.019 -3.386 -1.030  -0.70
H: 0.450 1.580 -2.060  0.30
H: 1.493 1.839 -0.957  0.37
O: 0.669 1.372 -1.154  -0.68
H: 3.102 3.426 0.003  0.30
H: 2.183 3.369 1.110  0.32
O: 2.472 2.826 0.366  -0.65

Computed properties:
Charge = +1
Gap between HOMO and LUMO = 11.762 eV
LUMO energy = -3.44 eV

Computed stability ranking, most favorable first: a), b)

a) Molecular formula: C9H9N3O
Method: DFT, ωB97M-V/def2-TZVPD

Last column: Mulliken charge in e.
Cartesian coordinates (Å):
C: 2.891 -1.386 -0.046  -0.66
C: 3.171 -0.091 -0.597  -0.07
C: 1.610 -1.747 0.268  -0.60
C: 2.236 0.880 -0.700  -0.82
C: 0.634 -0.751 0.339  0.52
C: 1.026 0.607 -0.105  0.70
C: -3.153 -0.672 -0.960  -0.01
C: -0.973 0.542 0.676  1.42
C: -2.048 1.024 1.541  -1.22
N: -0.554 -0.767 0.825  -0.64
N: -0.026 1.400 0.130  -0.86
N: -2.082 0.081 -1.029  -0.44
O: -3.435 -1.658 -0.295  -0.52
H: 3.603 -2.190 -0.241  0.35
H: 4.169 0.275 -0.899  0.33
H: 1.298 -2.693 0.543  0.50
H: 2.476 1.883 -0.817  0.41
H: -3.969 -0.526 -1.786  0.32
H: -2.682 0.216 1.952  0.36
H: -2.867 1.534 1.030  0.30
H: -1.580 1.678 2.277  0.34
H: -2.188 1.073 -1.542  0.28

Computed properties:
Gap between HOMO and LUMO = 6.433 eV
LUMO energy = -2.54 eV

b) Molecular formula: C9H9N3O
Method: DFT, ωB97M-V/def2-TZVPD

Last column: Mulliken charge in e.
Cartesian coordinates (Å):
C: -3.061 1.283 -0.058  -0.37
C: -3.268 -0.049 -0.589  -0.23
C: -1.866 1.784 0.413  -0.90
C: -2.273 -1.003 -0.584  -0.76
C: -0.775 0.871 0.409  0.79
C: -0.960 -0.540 -0.128  0.66
C: 3.210 0.521 -1.151  0.03
C: 1.089 -0.297 0.608  0.99
C: 2.162 -0.709 1.572  -1.42
N: 0.456 1.003 0.747  -0.62
N: 0.168 -1.186 0.008  -0.73
N: 2.108 -0.283 -0.981  -0.34
O: 3.845 1.112 -0.341  -0.46
H: -3.919 1.790 -0.131  0.48
H: -4.314 -0.202 -1.057  0.26
H: -1.672 2.674 0.869  0.52
H: -2.195 -1.862 -1.154  0.40
H: 3.616 0.372 -2.164  0.34
H: 2.496 -1.715 1.389  0.39
H: 1.761 -0.774 2.588  0.35
H: 2.989 -0.013 1.657  0.34
H: 1.294 -0.079 -1.631  0.28

Computed properties:
Gap between HOMO and LUMO = 7.315 eV
LUMO energy = -1.81 eV

Computed stability ranking, most favorable first: b), a)

a) Molecular formula: C4H10NO2
Method: DFT, ωB97M-V/def2-TZVPD

Last column: Mulliken charge in e.
Cartesian coordinates (Å):
C: 1.995 0.944 0.919  -1.17
C: 1.495 0.756 -0.472  0.75
C: 1.247 1.658 -1.394  -1.02
N: 1.239 -0.667 -0.814  -0.16
H: 2.066 2.002 1.145  0.37
H: 1.317 0.464 1.636  0.33
H: 2.994 0.508 1.043  0.34
H: 0.895 1.389 -2.387  0.25
H: 1.385 2.716 -1.214  0.29
H: 1.982 -1.289 -0.476  0.41
H: 1.154 -0.785 -1.821  0.37
H: 0.332 -0.968 -0.394  0.27
O: -1.370 -1.320 -0.223  -0.65
C: -2.054 -0.502 0.344  0.29
O: -2.604 -0.763 1.508  -0.38
H: -2.293 0.484 -0.080  0.33
H: -3.137 -0.019 1.830  0.37

Computed properties:
Charge = +1
Gap between HOMO and LUMO = 11.739 eV
LUMO energy = -3.09 eV

b) Molecular formula: C4H10NO2
Method: DFT, ωB97M-V/def2-TZVPD

Last column: Mulliken charge in e.
Cartesian coordinates (Å):
O: -2.346 0.200 -1.332  -0.57
C: -1.552 0.654 -2.146  0.20
O: -0.469 -0.053 -2.619  -0.38
H: -1.730 1.594 -2.738  0.35
H: -0.199 0.458 -3.367  0.35
C: 1.968 0.980 1.485  -1.10
C: 0.894 0.192 0.779  0.01
C: 0.362 -1.003 1.115  -0.19
N: -0.998 -1.363 0.621  -0.08
H: 2.163 0.555 2.510  0.32
H: 2.904 0.967 0.868  0.29
H: 1.731 2.070 1.556  0.32
H: 0.574 0.574 -0.177  0.21
H: 0.781 -1.593 1.934  0.39
H: -1.312 -0.770 -0.179  0.04
H: -1.051 -2.332 0.362  0.40
H: -1.722 -1.130 1.329  0.45

Computed properties:
Charge = +1
Gap between HOMO and LUMO = 11.014 eV
LUMO energy = -3.24 eV

Computed stability ranking, most favorable first: a), b)